[1]
The following is a DFT calculation (ωB97M-V/def2-TZVPD) of C24H28N4O4S in the gas phase.

Output
M = 468.6 g mol⁻¹
E = -1849.58488 a.u.
multiplicity = 1

CARTESIAN COORDINATES (ANGSTROEM)
1 C -4.8552 0.5326 0.8455
2 O 3.8033 1.4488 -1.6159
3 C -3.8571 -2.2278 0.1898
4 O 2.3284 0.3139 1.9991
5 C 2.3750 -1.5040 0.4668
6 C -2.9304 -1.0738 0.6374
7 C 5.0069 -0.9948 0.1489
8 C 1.0070 -1.7791 0.5357
9 C 0.4769 -2.8064 -0.2097
10 C -2.4971 -1.2135 2.0975
11 N 2.5587 2.3503 0.0708
12 H -5.5790 -1.1979 1.9363
13 H 6.0571 -0.7573 0.0390
14 C -5.7052 -0.7389 0.9530
15 H 1.7422 0.9232 -2.0707
16 C -4.8279 1.3317 2.1495
17 N -3.5061 0.2329 0.3877
18 H 2.6295 2.7505 0.9971
19 C 3.7182 1.9463 -0.5171
20 H -1.8916 -2.1096 2.2143
21 C 0.9535 1.2342 -1.4062
22 S -3.0646 0.8165 -1.1134
23 C 3.2072 -2.2701 -0.3699
24 H -6.7577 -0.4791 0.8358
25 N 4.5486 -2.0047 -0.4782
26 H -5.2785 1.1774 0.0682
27 C 0.2273 2.4040 0.5757
28 H -5.9527 -2.5594 -0.1964
29 H -4.3664 0.7637 2.9520
30 H -3.3575 -1.2930 2.7555
31 H -0.6153 0.2608 -2.5071
32 C 1.2529 1.9991 -0.2811
33 C -0.3573 0.8669 -1.6532
34 H -5.8450 1.5845 2.4386
35 H 0.4636 2.9873 1.4535
36 H -3.9122 -2.9719 0.9875
37 H -1.9056 -0.3506 2.3939
38 H 5.8239 1.9741 -0.2429
39 H -5.2490 -1.2048 -1.0920
40 H 4.9781 3.1158 0.8221
41 H 5.8902 0.8354 1.8701
42 C 4.9423 2.1194 0.3824
43 H 4.2504 1.3696 2.3153
44 C -1.0782 2.0433 0.3138
45 N 4.2968 -0.1742 0.9723
46 H 3.3019 -3.8912 -1.7528
47 O -3.8252 2.0061 -1.3686
48 H -4.2697 2.2528 2.0065
49 C 4.8891 1.0472 1.4883
50 C -5.2619 -1.7175 -0.1279
51 O -3.0748 -0.2105 -2.1214
52 H -1.8852 2.3442 0.9621
53 H 0.8734 -4.3756 -1.6143
54 C 1.3023 -3.5729 -1.0331
55 C 2.6511 -3.3143 -1.1156
56 H 0.3931 -1.1644 1.1762
57 H -0.5797 -3.0219 -0.1627
58 H -3.4455 -2.7067 -0.6984
59 C -1.3617 1.2689 -0.7957
60 H -2.0249 -1.0816 0.0203
61 C 2.9404 -0.3984 1.2219

Atomic partial charges in e from the Löwdin method, atoms 1 to 4:
1. C -0.3736
2. O 0.0893
3. C -0.1401
4. O 0.0631

[2]
The following is a DFT calculation (ωB97M-V/def2-TZVPD) of C21H24ClN3O3S in the gas phase.

Output
M = 434.0 g mol⁻¹
E = -2063.04176 a.u.
multiplicity = 1

CARTESIAN COORDINATES (ANGSTROEM)
1 C 3.7205 0.1247 1.4944
2 N 3.2073 -1.0159 0.9704
3 H 3.8112 -1.5897 0.3969
4 C 0.8736 -0.8331 1.7159
5 H -5.3819 0.7128 1.8662
6 C -0.4316 -1.2706 1.6065
7 C 1.3308 1.2847 -0.8733
8 H -2.9095 1.1960 1.7501
9 C -3.5507 1.3299 0.8803
10 H -5.6116 0.2519 -2.1106
11 C -3.6905 1.0476 -1.4843
12 H -2.6692 -2.8410 1.5806
13 C 1.5219 -2.4414 0.0541
14 H -4.5773 -0.9088 -1.2276
15 H -4.4340 -0.6267 1.1576
16 C -4.9068 0.1407 -1.2849
17 H 1.0384 -0.3036 -2.2827
18 C 0.6977 2.1311 0.0257
19 S 5.5135 1.6994 0.1172
20 C -2.2132 -2.7185 0.5997
21 H -4.0443 2.0844 -1.6089
22 H -3.1453 0.7561 -2.3806
23 C 0.5656 0.3679 -1.5866
24 C -0.7851 -2.2863 0.7273
25 C 5.0352 0.9535 -1.4726
26 H -1.1931 -0.8126 2.2207
27 C -0.6717 2.0727 0.2125
28 H -2.7756 -1.9571 0.0591
29 H -0.0359 -3.6607 -0.7334
30 C -0.7915 0.3032 -1.3713
31 C -4.7712 0.4107 1.0139
32 C 1.8603 -1.4142 0.9282
33 H -3.9019 2.3714 0.8390
34 O 3.0883 0.9632 2.0980
35 H -2.2916 -3.6567 0.0560
36 C 0.2124 -2.8670 -0.0438
37 O -5.6101 0.4860 -0.1157
38 H 2.2845 -2.8905 -0.5654
39 Cl -1.3272 3.2591 1.2979
40 N 2.7167 1.4097 -1.0280
41 C 3.5782 0.5098 -1.5478
42 H -1.3657 -0.4368 -1.9065
43 O 3.2867 -0.5565 -2.0494
44 H 5.6986 0.5866 2.1745
45 H 1.2746 2.8491 0.5889
46 H 5.2182 1.7297 -2.2173
47 C 5.2137 0.2942 1.2435
48 H 3.1301 2.1950 -0.5355
49 H 5.6834 0.1024 -1.6864
50 H 1.1271 -0.0398 2.3979
51 C -1.4647 1.1423 -0.4719
52 H 5.6960 -0.5907 0.8297
53 N -2.8329 0.9523 -0.3182

Atomic partial charges in e from the Löwdin method, atoms 1 to 4:
1. C -0.5530
2. N 0.1367
3. H 0.1392
4. C -0.0032

[3]
The following is a DFT calculation (ωB97M-V/def2-TZVPD) of C3H4IN2OP in the gas phase.

Output
M = 242.0 g mol⁻¹
E = -940.40549 a.u.
multiplicity = 1

CARTESIAN COORDINATES (ANGSTROEM)
1 H -2.5080 0.6425 -1.0500
2 O 0.0244 2.1356 -1.2914
3 P 1.3074 -0.3671 -1.0503
4 H -2.1861 -1.6098 -0.4124
5 I 0.5259 -3.3956 0.1728
6 C -1.3771 0.3355 -0.9468
7 H 3.0020 0.6776 0.0873
8 N 2.0388 0.4943 0.1899
9 H 1.8083 0.5573 1.1211
10 N -0.3011 0.9614 -1.0910
11 C -1.2668 -1.0254 -0.4869
12 C -0.0237 -1.4387 -0.3570

Atomic partial charges in e from the Löwdin method, atoms 1 to 4:
1. H 0.1610
2. O -0.1039
3. P 0.9779
4. H 0.1083

[4]
The following is a DFT calculation (ωB97M-V/def2-TZVPD) of a molecular structure, C22H21Cl2MnN3O4S.

Output
net charge = +2
M = 549.3 g mol⁻¹
E = -3785.28611 a.u.
multiplicity = 4

CARTESIAN COORDINATES (ANGSTROEM)
1 H -1.5087 -0.8079 2.9550
2 C -5.7524 -3.1423 -3.5891
3 H -3.8486 4.1963 -0.6325
4 C 1.4231 1.3762 -3.3437
5 C -6.7220 2.3659 -0.6885
6 H -7.7368 2.3853 -0.3130
7 H 0.0034 -0.7715 3.8424
8 H -2.6564 2.0837 -3.2545
9 H 1.4196 2.1631 -5.3350
10 H -3.5236 -0.0384 -2.5389
11 C 1.3243 0.2376 -2.5585
12 H -2.2518 3.3756 -2.1043
13 O -0.8673 -1.7774 0.1797
14 C 1.3285 1.2744 -4.7220
15 H -6.1616 4.2255 0.2380
16 S 1.5282 0.2210 -0.8227
17 H 1.0644 -0.0675 -6.4010
18 C -2.6528 2.3699 -2.2037
19 C 1.1280 0.0343 -5.3269
20 Mn -0.5853 -0.0705 -0.0310
21 C -0.1079 -2.3488 2.3886
22 O -1.4972 -3.7384 1.0070
23 C -6.2998 1.3126 -1.4530
24 H 1.5984 2.3233 -2.8538
25 C -4.0635 2.3370 -1.6381
26 H 0.8917 -2.0730 -4.9130
27 H -7.4192 -3.5881 -4.8535
28 C -4.5183 3.3738 -0.8601
29 Cl -6.6573 1.1586 -4.5902
30 N 0.0781 0.1015 1.9120
31 N 1.1393 -0.9402 -3.1924
32 C -1.7536 1.4290 -1.4469
33 C -0.8862 -2.7263 1.1515
34 H 1.0842 -1.7641 -2.6069
35 Cl -3.6847 -2.5380 -1.9812
36 C -6.3685 -0.4712 -4.1090
37 C -0.4327 -0.9370 2.8614
38 H 1.0914 0.0872 1.9365
39 C -7.1177 -1.4741 -4.6826
40 H 0.9582 -2.4372 2.1628
41 H -7.9178 -1.2160 -5.3641
42 C -5.8334 3.3993 -0.3793
43 C -6.8204 -2.8030 -4.4088
44 N -4.5195 0.1839 -2.6139
45 C 1.0354 -1.0724 -4.5290
46 H -0.1823 1.0215 2.2551
47 C -4.9635 1.2691 -1.9296
48 O -1.1911 1.7773 -0.3582
49 C -5.0028 -2.1427 -3.0147
50 O -1.5845 0.2308 -1.8317
51 C -5.3141 -0.7891 -3.2269
52 H -5.5105 -4.1773 -3.3895
53 H -6.9647 0.4840 -1.6569
54 H -0.3466 -3.0656 3.1666

Atomic partial charges in e from the Löwdin method, atoms 1 to 4:
1. H 0.1340
2. C -0.0698
3. H 0.1359
4. C -0.0448

[5]
The following is a DFT calculation (ωB97M-V/def2-TZVPD) of a molecular structure, C16H16N4O6PS2SeV.

Output
net charge = -1
M = 585.3 g mol⁻¹
E = -5773.09112 a.u.
multiplicity = 2

CARTESIAN COORDINATES (ANGSTROEM)
1 H -3.9358 1.5049 2.0171
2 H -5.1109 -3.1329 2.0411
3 N 2.0265 -0.7324 0.1924
4 H -4.7426 2.5702 -0.1274
5 N 0.3659 1.5595 0.7915
6 V 0.2215 -0.0534 -0.5575
7 C 1.3430 3.4021 -2.6418
8 C 4.3209 -0.2653 0.6009
9 H 1.6464 3.8431 -3.5792
10 P -1.8676 -0.8310 0.6693
11 N 1.1694 1.4131 -1.3403
12 O 1.2822 -3.7077 -1.4589
13 Se -0.4577 2.7830 1.8171
14 O 6.8795 -0.6726 -0.5673
15 O 0.1813 -1.8069 -1.0567
16 H -3.0841 -3.4787 0.6533
17 C 0.6661 2.1598 -0.3572
18 H -3.0755 3.0479 0.2877
19 H -4.1149 -2.9576 3.4862
20 C 4.7008 -1.3985 -0.1099
21 O -2.9189 -1.6562 1.6135
22 C 3.7131 -2.2381 -0.6030
23 C 0.7834 4.1933 -1.6437
24 C -3.7204 2.2224 -0.0135
25 C 2.9747 0.0197 0.7461
26 H 1.9062 1.4027 -3.2622
27 H -2.0690 -3.4691 2.1140
28 C 1.5023 2.0347 -2.4796
29 C 1.2195 -2.5651 -1.0531
30 C 6.2219 -1.6976 -0.4028
31 N -0.2301 4.0861 0.6038
32 O -2.3164 0.6384 1.1380
33 C 2.3947 -1.8461 -0.4453
34 O 6.4963 -2.8924 -0.4323
35 S -1.5234 0.3639 -2.0490
36 H -4.2090 -4.5260 2.6716
37 C -2.9859 -3.0733 1.6660
38 H -3.3670 1.8481 -0.9723
39 H 3.9646 -3.1471 -1.1286
40 C -4.1877 -3.4493 2.5190
41 H -4.3290 0.2903 0.7564
42 H 0.6456 5.2553 -1.7654
43 H 5.0802 0.3903 1.0013
44 H 2.6349 0.8779 1.3173
45 S -2.8144 -0.9887 -1.2273
46 C -3.6656 1.1185 1.0297
47 C 0.3839 3.5620 -0.4583

Atomic partial charges in e from the Löwdin method, atoms 1 to 4:
1. H 0.1170
2. H 0.0746
3. N -0.0041
4. H 0.0754